Density functional theory data (the ωB97M-V functional and the def2-TZVPD basis) for an isolated molecule of C7H14.

Element x y z (Å)
C: -1.31187 1.25661 -0.23836
C: -1.24339 -0.14848 0.36721
C: -2.34242 -1.03650 -0.21843
C: 0.13299 -0.81211 0.19146
C: 1.29628 0.07017 0.59172
C: 2.70955 -0.28441 0.22596
C: 2.02892 0.87559 -0.44505
H: -0.95132 1.25912 -1.27476
H: -2.34514 1.62327 -0.24399
H: -0.70433 1.97216 0.32514
H: -1.42451 -0.05457 1.44877
H: -3.33694 -0.66903 0.05947
H: -2.28613 -1.04722 -1.31469
H: -2.25496 -2.07155 0.13174
H: 0.14737 -1.73852 0.78393
H: 0.25882 -1.11922 -0.85867
H: 1.17700 0.54940 1.56366
H: 3.49164 -0.06859 0.94889
H: 2.88272 -1.18351 -0.36088
H: 1.72701 0.74260 -1.48165
H: 2.34873 1.88478 -0.20148

## Properties
SMILES: CC(C)CC1CC1
Orbital gap, eV: 11.3
DFT total energy, eV: -7485.4872
E_HOMO, eV: -10.088
Relative energy (zero: lowest compared OMol25 entry of this formula, charge and spin), kcal per mole: 18.61


Density functional theory data (the ωB97M-V functional and the def2-TZVPD basis) for a cluster of 2 separate species, C7H14 in total at a distorted geometry.

Element x y z (Å)
C: 0.21187 -1.29697 0.45135
C: 1.35021 -0.75454 -0.10227
C: 1.35935 0.64009 -0.65071
C: 0.39178 1.60371 0.04626
C: -1.07985 1.42641 -0.34660
C: -1.78676 0.19225 0.21154
C: -1.11608 -1.09996 -0.20544
H: 0.12282 -1.66771 1.46963
H: 2.24687 -1.31332 -0.35607
H: 2.38626 1.01199 -0.49317
H: 1.20595 0.63502 -1.73362
H: 0.49939 1.51343 1.13906
H: 0.69304 2.62760 -0.20586
H: -1.13667 1.39941 -1.44453
H: -1.63899 2.31056 -0.02451
H: -1.79716 0.23199 1.30969
H: -2.82669 0.18273 -0.12583
H: -1.73996 -1.96955 0.05687
H: -0.98187 -1.15111 -1.29460
H: 1.54626 -2.52396 1.08297
H: 2.09023 -1.99805 1.21582

## Properties
SMILES: C1=CCCCCC1.[H][H]
Orbital gap, eV: 8.9
DFT total energy, eV: -7482.4180
E_HOMO, eV: -8.120
Relative energy (zero: lowest compared OMol25 entry of this formula, charge and spin), kcal per mole: 89.39


Density functional theory data (the ωB97M-V functional and the def2-TZVPD basis) for a structure of composition C7H14AlF3NO2.

Element x y z (Å)
C: -1.61058 1.37313 -2.39794
O: -0.39086 2.03942 -2.17329
C: 0.58387 1.22770 -1.46362
Al: -0.01975 0.29407 0.27297
C: 0.29156 1.47349 1.91100
C: 1.59727 1.20028 2.65741
O: 2.53553 0.44786 1.92895
C: 1.38513 0.54995 4.01806
F: 0.37265 1.11330 4.73070
F: 1.12214 -0.77991 3.92317
F: 2.50299 0.66871 4.80470
H: -1.48675 0.30525 -2.53555
H: -2.06847 1.81538 -3.28407
H: -2.29078 1.54848 -1.56723
H: 1.35338 1.93985 -1.16383
H: 1.05055 0.54010 -2.18076
H: 0.82673 -1.11177 0.41771
H: -1.57348 -0.11183 0.20235
H: -0.57008 1.33406 2.55891
H: 0.27207 2.52642 1.63905
H: 2.09291 2.13980 2.88528
H: 2.12820 -0.39264 1.67913
C: -1.10715 -3.73537 -3.00789
C: -1.84919 -2.61722 -2.44213
N: -2.40403 -1.71813 -2.00703
H: -0.34803 -3.36271 -3.69265
H: -0.62124 -4.29361 -2.21031
H: -1.78424 -4.39478 -3.54749

## Properties
Orbital gap, eV: 7.1
DFT total energy, eV: -27820.7651
Total charge: -1
E_HOMO, eV: -4.194